{"formula": "C4H10O2S5", "method": "ωB97M-V with the def2-TZVPD basis set", "symbols": ["C", "C", "C", "C", "O", "O", "S", "S", "S", "S", "S", "H", "H", "H", "H", "H", "H", "H", "H", "H", "H"], "xyz": [[2.884, 1.244, -0.888], [-1.915, 0.172, 1.528], [2.449, 0.177, 0.037], [-1.793, -0.163, 0.025], [-0.387, -2.147, 0.905], [-0.731, -1.847, -1.575], [3.004, -1.346, 0.164], [1.397, 0.651, 1.350], [-1.383, 1.436, -0.941], [-3.263, -0.906, -0.644], [-0.254, -1.160, -0.427], [2.123, 2.079, -0.987], [3.754, 1.734, -0.388], [3.232, 0.804, -1.792], [-2.586, -0.663, 1.876], [-2.363, 1.177, 1.737], [-0.874, 0.227, 1.792], [0.451, -2.589, 1.181], [0.737, 1.706, 0.929], [-1.596, 1.138, -2.249], [-2.886, -1.724, -1.633]], "spin_multiplicity": 1, "total_charge": 0, "de_lowest_kj_mol": 47.1, "homo_lumo_gap_ev": 8.24}

{"formula": "C31H30I2MnN8O4S", "method": "ωB97M-V with the def2-TZVPD basis set", "symbols": ["Mn", "I", "C", "C", "C", "I", "C", "O", "C", "C", "N", "C", "C", "C", "C", "C", "C", "N", "C", "H", "H", "H", "H", "H", "H", "H", "H", "H", "H", "H", "C", "C", "O", "N", "C", "C", "C", "C", "C", "C", "N", "H", "H", "H", "H", "H", "H", "H", "H", "H", "H", "N", "C", "C", "C", "C", "C", "C", "S", "O", "O", "N", "C", "N", "C", "C", "C", "N", "H", "H", "H", "H", "H", "H", "H", "H", "H"], "xyz": [[-0.870, 0.736, -0.246], [-5.154, 0.963, -6.023], [-3.731, 1.421, -4.566], [-2.416, 1.653, -4.931], [-1.469, 1.934, -3.958], [0.503, 2.276, -4.540], [-1.787, 1.984, -2.586], [-0.908, 2.185, -1.653], [-3.160, 1.795, -2.261], [-3.539, 1.963, -0.821], [-2.962, 0.903, 0.029], [-3.266, 1.104, 1.447], [-2.281, 2.060, 2.059], [-2.549, 2.653, 3.287], [-1.635, 3.539, 3.817], [-0.492, 3.828, 3.084], [-0.304, 3.187, 1.878], [-1.165, 2.300, 1.372], [-4.102, 1.506, -3.229], [-2.122, 1.611, -5.971], [-4.628, 1.990, -0.707], [-3.129, 2.909, -0.457], [-3.327, 0.004, -0.267], [-3.214, 0.150, 1.971], [-4.280, 1.502, 1.576], [-3.462, 2.402, 3.811], [-1.812, 4.008, 4.776], [0.245, 4.536, 3.439], [0.578, 3.390, 1.286], [-5.136, 1.358, -2.940], [2.989, 0.908, 2.644], [2.220, 1.197, 1.382], [1.112, 0.723, 1.197], [2.815, 2.016, 0.472], [2.300, 2.143, -0.894], [2.529, 0.879, -1.684], [3.697, 0.719, -2.420], [3.924, -0.472, -3.086], [2.975, -1.473, -2.978], [1.837, -1.224, -2.229], [1.597, -0.074, -1.599], [2.274, 0.788, 3.455], [3.711, 1.688, 2.886], [3.516, -0.040, 2.522], [3.768, 2.285, 0.643], [2.826, 2.975, -1.360], [1.236, 2.376, -0.888], [4.409, 1.533, -2.476], [4.819, -0.614, -3.678], [3.098, -2.429, -3.469], [1.083, -1.995, -2.130], [4.283, -4.384, 2.824], [3.039, -3.773, 2.670], [2.050, -3.920, 3.645], [0.833, -3.278, 3.512], [0.588, -2.468, 2.412], [1.561, -2.314, 1.439], [2.778, -2.963, 1.564], [-0.971, -1.635, 2.325], [-1.999, -2.609, 2.582], [-0.918, -0.492, 3.202], [-1.073, -1.051, 0.827], [-1.262, -1.799, -0.278], [-1.311, -3.132, -0.357], [-1.508, -3.629, -1.571], [-1.653, -2.854, -2.717], [-1.546, -1.485, -2.553], [-1.348, -0.962, -1.351], [4.285, -5.196, 3.421], [4.784, -4.548, 1.966], [2.238, -4.548, 4.508], [0.065, -3.413, 4.262], [1.378, -1.670, 0.592], [3.534, -2.841, 0.796], [-1.551, -4.711, -1.635], [-1.823, -3.299, -3.686], [-1.616, -0.785, -3.380]], "s2": 1.024, "spin_multiplicity": 2, "total_charge": 0, "homo_lumo_gap_ev": [7.70, 7.55]}

{"formula": "C2H12O5", "method": "ωB97M-V with the def2-TZVPD basis set", "symbols": ["C", "C", "O", "H", "H", "H", "H", "O", "H", "H", "O", "H", "H", "O", "H", "H", "O", "H", "H"], "xyz": [[2.505, -2.623, -0.801], [3.723, -2.604, -0.233], [4.428, -1.499, 0.066], [2.111, -3.487, -1.305], [2.089, -1.650, -1.039], [4.002, -3.501, 0.311], [4.155, -0.687, -0.386], [-4.265, 0.200, 2.308], [-5.218, 0.341, 2.253], [-4.077, 0.730, 3.092], [3.516, 0.177, -2.125], [4.196, -0.506, -2.163], [3.088, 0.103, -2.985], [-1.605, 1.415, 0.313], [-2.419, 1.041, 0.686], [-1.901, 1.552, -0.595], [-5.975, 3.386, 0.345], [-6.617, 3.431, 1.060], [-5.692, 4.298, 0.227]], "spin_multiplicity": 1, "total_charge": 0, "de_lowest_kj_mol": 148.7, "homo_lumo_gap_ev": 9.20, "smiles": "C=CO.O.O.O.O"}

{"formula": "C5H8NO", "method": "ωB97M-V with the def2-TZVPD basis set", "symbols": ["C", "C", "C", "N", "C", "C", "O", "H", "H", "H", "H", "H", "H", "H", "H"], "xyz": [[1.917, -1.413, 0.340], [0.651, -0.688, 0.634], [-0.225, -0.198, -0.291], [-1.521, 0.311, 0.208], [-2.242, 1.500, -0.230], [-1.928, -0.640, 0.932], [-2.283, -1.482, 1.602], [1.954, -1.818, -0.690], [1.987, -2.128, 1.045], [2.874, -0.721, 0.481], [0.504, -0.487, 1.612], [-0.121, -0.210, -1.380], [-2.664, 1.485, -1.383], [-1.573, 2.320, -0.185], [-3.162, 1.778, 0.434]], "spin_multiplicity": 1, "total_charge": 1, "de_lowest_kj_mol": 199.0, "homo_lumo_gap_ev": 10.26, "smiles": "C/C=C/[N+](C)=C=O"}

{"formula": "C6H12O", "method": "ωB97M-V with the def2-TZVPD basis set", "symbols": ["C", "C", "C", "C", "C", "C", "O", "H", "H", "H", "H", "H", "H", "H", "H", "H", "H", "H", "H"], "xyz": [[-1.812, -0.187, 0.170], [-0.335, -0.425, 0.294], [-2.716, -0.778, 1.221], [2.381, 0.032, 0.331], [1.140, 0.895, -1.742], [1.073, 0.738, -0.283], [-1.119, -1.224, -0.559], [-2.210, 0.677, -0.409], [0.028, -0.995, 1.181], [-2.278, -1.544, 1.807], [-3.622, -1.192, 0.811], [-3.012, 0.049, 1.887], [2.429, -1.096, 0.269], [2.421, 0.099, 1.404], [3.182, 0.604, -0.065], [2.073, 1.404, -2.069], [0.303, 1.451, -2.212], [1.123, -0.178, -2.304], [0.951, 1.668, 0.268]], "spin_multiplicity": 1, "total_charge": 0, "de_lowest_kj_mol": 301.6, "homo_lumo_gap_ev": 10.48}

{"formula": "C38H40Cl3N2O2RuSe2Te2", "method": "ωB97M-V with the def2-TZVPD basis set", "symbols": ["Ru", "C", "C", "C", "C", "C", "C", "C", "C", "C", "C", "C", "C", "N", "C", "C", "N", "C", "C", "C", "C", "C", "C", "C", "C", "C", "C", "C", "C", "C", "C", "C", "C", "C", "C", "C", "C", "C", "C", "H", "H", "H", "H", "H", "H", "H", "H", "H", "H", "H", "H", "H", "H", "H", "H", "H", "H", "H", "H", "H", "H", "H", "H", "H", "H", "H", "H", "H", "H", "H", "H", "H", "H", "H", "H", "H", "H", "H", "H", "Se", "Te", "Te", "Se", "Cl", "C", "Cl", "Cl", "C", "O", "O"], "xyz": [[0.464, 1.308, -1.261], [-1.808, 3.266, 0.614], [-1.471, 2.904, 2.059], [-2.327, 1.713, 2.505], [0.015, 2.768, 2.413], [0.441, 3.564, 3.475], [1.738, 3.518, 3.950], [2.644, 2.665, 3.351], [2.291, 1.839, 2.283], [3.406, 0.929, 1.764], [3.713, 1.040, 0.279], [3.237, -0.545, 2.151], [0.962, 1.907, 1.830], [0.525, 1.025, 0.775], [0.059, -0.136, 1.177], [-0.479, -0.976, 0.170], [-0.398, -0.530, -1.063], [-1.179, -1.289, -2.009], [-0.555, -2.207, -2.861], [-1.384, -2.950, -3.704], [-2.757, -2.794, -3.708], [-3.344, -1.893, -2.836], [-2.574, -1.131, -1.966], [-3.280, -0.185, -1.004], [-3.840, 1.048, -1.716], [-4.391, -0.898, -0.228], [0.940, -2.480, -2.990], [1.780, -2.412, -1.712], [1.563, -1.595, -4.072], [-1.039, -2.184, 0.807], [-1.674, -3.318, 0.384], [-2.042, -4.289, 1.356], [-1.785, -4.128, 2.692], [-1.129, -2.955, 3.156], [-0.794, -2.638, 4.499], [-0.162, -1.458, 4.790], [0.185, -0.511, 3.789], [-0.123, -0.798, 2.489], [-0.779, -2.019, 2.193], [-2.887, 3.429, 0.537], [-1.535, 2.477, -0.087], [-1.299, 4.174, 0.290], [-1.796, 3.753, 2.666], [-2.202, 0.858, 1.839], [-3.381, 1.996, 2.476], [-2.088, 1.387, 3.518], [-0.274, 4.233, 3.939], [2.041, 4.146, 4.779], [3.665, 2.628, 3.711], [4.295, 1.287, 2.291], [2.918, 0.641, -0.347], [4.604, 0.459, 0.032], [3.892, 2.069, -0.035], [2.501, -1.041, 1.517], [2.931, -0.669, 3.191], [4.187, -1.063, 2.009], [-0.921, -3.666, -4.375], [-3.370, -3.379, -4.383], [-4.420, -1.776, -2.833], [-2.557, 0.162, -0.265], [-4.501, 0.750, -2.535], [-3.048, 1.666, -2.133], [-4.415, 1.656, -1.013], [-5.235, -1.153, -0.872], [-4.769, -0.241, 0.559], [-4.029, -1.815, 0.240], [0.987, -3.514, -3.348], [1.982, -1.380, -1.425], [2.745, -2.883, -1.904], [1.307, -2.931, -0.875], [1.593, -0.551, -3.765], [1.009, -1.670, -5.011], [2.599, -1.890, -4.250], [-1.899, -3.492, -0.661], [-2.543, -5.188, 1.019], [-2.080, -4.894, 3.400], [-1.039, -3.335, 5.292], [0.087, -1.231, 5.820], [0.684, 0.408, 4.070], [-0.342, 1.453, -3.441], [-0.685, 3.748, -4.366], [0.586, 5.232, -2.526], [1.411, 3.455, -0.985], [5.777, 2.036, -5.170], [4.508, 2.250, -3.942], [3.100, 3.002, -4.725], [5.123, 3.372, -2.685], [4.127, 0.891, -3.194], [5.012, 0.037, -3.173], [2.995, 0.930, -2.687]], "spin_multiplicity": 1, "total_charge": -1, "homo_lumo_gap_ev": [5.39, 5.35]}